1.
This record from the Open Molecules 2025 dataset describes a single C5H3NS2 molecule in a non-equilibrium geometry. The level of theory is wB97M-V/def2-TZVPD.

**HOMO-LUMO gap**: 8.23 eV
**SMILES string**: C#C[C@](S)(C#N)C=S
**E**: -28387.8904 eV
**LUMO**: -1.2 eV
**Charge**: 0
**Multiplicity**: 1
**Energy relative to the best compared isomer or geometry (same formula, charge and spin)**: 2.689 eV

Each line ends with the natural charge from an NBO analysis.
Positions of all 11 atoms, in Å:
C  0.237  0.195  0.307  -0.466
C  -1.072  0.339  1.088  -0.240
C  -0.182  0.208  -1.101  -0.056
C  -0.493  0.097  -2.323  -0.167
C  0.831  -1.188  0.406  0.268
H  1.836  1.081  1.591  0.128
H  -1.721  1.240  0.857  0.241
H  -0.496  -0.254  -3.451  0.289
N  1.184  -2.416  0.006  -0.251
S  1.351  1.564  0.459  0.126
S  -1.476  -0.867  2.161  0.126

2.
This record from the Open Molecules 2025 dataset describes 34 unconnected molecules or ions with the total composition C9H78BFO38Si in a non-equilibrium geometry. The level of theory is wB97M-V/def2-TZVPD.

**HOMO-LUMO gap**: 7.91 eV
**E**: -99680.2919 eV
**LUMO**: -1.9 eV
**Charge**: 0
**Multiplicity**: 1

Each line ends with the Löwdin charge.
Positions of all 128 atoms, in Å:
C  1.186  -1.801  0.515  -0.151
Si  1.006  -0.966  -1.163  0.616
C  2.562  0.055  -1.424  -0.174
C  0.929  -2.254  -2.530  -0.169
C  -0.528  0.177  -1.107  -0.046
C  -0.521  1.250  -0.320  -0.207
F  0.527  1.594  0.427  0.102
C  -1.750  2.086  -0.236  -0.307
O  -1.760  3.290  -0.118  0.146
C  -3.021  1.313  -0.344  0.085
C  -3.046  0.249  -1.145  -0.185
O  -4.185  -0.470  -1.338  0.231
B  -3.988  -1.829  -1.506  -0.790
O  -2.993  -2.559  -0.902  0.204
O  -4.896  -2.489  -2.322  0.170
C  -1.783  -0.096  -1.863  -0.308
O  -1.774  -0.545  -2.993  0.126
H  0.525  -1.362  1.251  0.003
H  2.201  -1.662  0.866  0.031
H  1.022  -2.876  0.453  0.037
H  3.381  -0.554  -1.787  0.056
H  2.870  0.481  -0.468  0.010
H  2.359  0.858  -2.119  0.001
H  0.501  -3.164  -2.107  0.030
H  0.392  -1.929  -3.412  0.021
H  1.959  -2.505  -2.771  0.014
H  -3.907  1.630  0.183  0.148
H  -2.555  -3.038  -1.625  0.105
H  -4.446  -2.748  -3.131  0.097
O  1.871  -1.509  3.288  -0.049
H  1.897  -0.785  3.927  0.020
H  1.095  -2.017  3.545  0.022
O  -0.126  1.749  -4.422  -0.033
H  -0.746  1.848  -5.153  0.068
H  -0.469  1.019  -3.890  0.026
O  -1.968  -0.692  2.335  -0.026
H  -2.588  -0.815  1.608  0.034
H  -2.265  0.112  2.773  0.055
O  -5.043  -4.640  0.681  -0.033
H  -5.141  -5.484  0.226  0.051
H  -5.095  -3.986  -0.024  0.028
O  1.893  1.415  4.137  -0.047
H  1.280  1.241  3.411  0.042
H  1.593  2.264  4.490  0.045
O  2.318  3.309  -0.909  -0.045
H  2.294  4.085  -0.334  0.038
H  1.601  2.755  -0.583  0.019
O  1.479  6.081  -1.743  -0.064
H  0.572  5.891  -2.001  0.032
H  1.950  5.271  -1.957  -0.013
O  3.566  1.015  1.713  -0.044
H  3.493  1.939  1.448  0.003
H  3.074  0.959  2.541  -0.006
O  -3.436  3.105  -3.444  -0.032
H  -3.356  2.896  -2.508  0.014
H  -2.534  3.046  -3.774  0.020
O  -5.793  5.207  -4.986  -0.063
H  -5.809  4.869  -4.086  0.024
H  -5.122  4.671  -5.418  0.022
O  -0.879  -2.859  4.472  -0.046
H  -1.419  -2.485  3.763  0.029
H  -1.517  -3.098  5.157  0.011
O  4.537  2.258  -2.599  -0.062
H  3.855  2.373  -1.922  -0.023
H  5.366  2.424  -2.143  0.033
O  -2.828  -4.194  6.834  -0.044
H  -2.960  -4.026  7.773  0.054
H  -2.674  -5.144  6.785  0.047
O  0.627  4.598  -4.044  -0.050
H  0.442  3.663  -4.191  -0.002
H  1.442  4.754  -4.533  0.058
O  4.748  -2.227  4.768  -0.059
H  4.891  -1.320  5.052  0.029
H  3.813  -2.255  4.532  0.001
O  1.702  4.435  3.464  -0.052
H  2.421  4.067  2.934  0.012
H  1.833  5.387  3.416  0.003
O  -0.084  -5.774  5.536  -0.043
H  -0.433  -6.474  4.975  0.051
H  -0.370  -4.959  5.105  0.011
O  2.437  -6.566  7.156  -0.053
H  1.911  -6.178  6.447  0.005
H  1.786  -6.814  7.818  0.035
O  -1.275  -1.498  7.626  -0.052
H  -1.572  -2.379  7.375  -0.014
H  -0.438  -1.390  7.164  0.035
O  4.453  6.578  -2.684  -0.047
H  3.734  6.986  -2.184  0.028
H  4.155  5.673  -2.820  0.031
O  2.509  7.489  2.951  -0.058
H  2.599  8.417  3.183  0.039
H  1.575  7.402  2.712  0.008
O  -6.325  -4.777  -3.859  -0.042
H  -6.293  -3.871  -3.526  0.029
H  -7.242  -4.902  -4.124  0.060
O  4.103  4.245  1.326  -0.041
H  4.818  3.872  0.800  0.056
H  4.242  5.199  1.271  0.052
O  6.210  7.460  -0.067  -0.059
H  5.632  7.202  -0.795  -0.005
H  5.880  8.320  0.210  0.032
O  3.275  -3.531  -4.270  -0.056
H  2.998  -4.401  -4.575  0.026
H  4.098  -3.361  -4.738  0.042
O  -4.080  -5.069  -5.841  -0.051
H  -4.818  -4.732  -5.311  0.005
H  -4.359  -5.960  -6.071  0.058
O  2.329  0.064  -4.267  -0.054
H  1.991  -0.646  -4.825  0.043
H  1.985  0.872  -4.667  0.027
O  5.500  -7.113  8.375  -0.063
H  4.582  -7.144  8.078  0.001
H  5.875  -7.947  8.079  0.027
O  -2.601  -4.695  -3.362  -0.038
H  -3.163  -4.722  -4.159  0.007
H  -2.927  -5.419  -2.818  0.058
O  -0.540  5.157  -6.647  -0.068
H  -0.673  6.011  -7.068  0.037
H  -0.995  5.227  -5.802  0.016
O  0.445  -4.810  -4.874  -0.053
H  -0.281  -4.427  -4.369  0.005
H  0.155  -5.710  -5.051  0.036
O  -7.797  -5.282  1.723  -0.065
H  -7.989  -6.168  1.403  0.027
H  -6.953  -5.045  1.312  -0.015
O  -0.488  8.022  3.300  -0.044
H  -0.508  8.782  3.889  0.046
H  -1.228  7.479  3.589  0.048

3.
This record from the Open Molecules 2025 dataset describes 2 unconnected molecules or ions with the total composition CH4O3 in a non-equilibrium geometry. The level of theory is wB97M-V/def2-TZVPD.

**HOMO-LUMO gap**: 11.74 eV
**SMILES string**: [H][H].O=COO
**E**: -7240.2873 eV
**LUMO**: 0.8 eV
**Charge**: 0
**Multiplicity**: 1
**Energy relative to the best compared isomer or geometry (same formula, charge and spin)**: 4.364 eV

Each line ends with the natural charge from an NBO analysis.
Positions of all 8 atoms, in Å:
C  0.930  -0.993  -0.577  0.600
O  0.970  -1.817  -1.446  -0.575
O  -0.653  -2.234  0.638  -0.383
O  0.296  -1.223  0.630  -0.266
H  1.589  -0.088  -0.600  0.160
H  0.002  1.953  0.021  -0.016
H  -0.344  -2.545  -0.225  0.466
H  -0.547  2.404  -0.226  0.015

4.
This record from the Open Molecules 2025 dataset describes a single CH5N3O molecule in a non-equilibrium geometry. The level of theory is wB97M-V/def2-TZVPD.

**HOMO-LUMO gap**: 8.88 eV
**SMILES string**: N/N=C/NO
**E**: -7631.7101 eV
**LUMO**: 1.0 eV
**Charge**: 0
**Multiplicity**: 1
**Energy relative to the best compared isomer or geometry (same formula, charge and spin)**: 3.927 eV

Each line ends with the natural charge from an NBO analysis.
Positions of all 10 atoms, in Å:
C  0.067  0.423  -0.079  0.121
H  -2.631  -1.081  0.176  0.367
H  -2.239  0.630  0.404  0.356
H  -0.373  1.465  0.143  0.144
H  1.968  1.186  0.329  0.354
H  2.225  -1.491  -0.442  0.481
N  -1.943  -0.228  -0.049  -0.667
N  -0.694  -0.635  -0.287  -0.236
N  1.497  0.437  -0.359  -0.317
O  2.122  -0.705  0.163  -0.602

Respective E_HOMO values: -9.4, -9.8, -10.9, -7.8 eV.